# 1
DFT (wB97M-V/def2-TZVPD) results for 2 unconnected molecules or ions with the total composition CH4BBr.

Properties
Energy above the lowest of the compared OMol25 structures with the same formula, charge and spin in kJ/mol: 321.7
F_max in eV/Å: 2.77
Kohn-Sham gap in eV: 8.063
E_HOMO in eV: -9.4

CARTESIAN COORDINATES (ANGSTROEM)
B1 0.13839 0.55049 0.12184
C1 -0.26214 -0.91444 -0.20921
Br1 -0.10719 3.10885 1.14585
H1 1.08600 0.95640 -0.30416
H2 -1.03857 -1.20642 0.47931
H3 -0.57988 -1.28003 -1.16876
H4 0.76339 -1.21485 -0.06487

Atom-resolved charges from natural (NBO), all expressed in e: number 1, B, carries 0.901; number 2, C, carries -1.110; number 3, Br, carries -0.475; number 4, H, carries -0.152; number 5, H, carries 0.264; number 6, H, carries 0.298; number 7, H, carries 0.275

***

# 2
DFT (wB97M-V/def2-TZVPD) results for a single C4H4O3 molecule.

Properties
Energy above the lowest of the compared OMol25 structures with the same formula, charge and spin in kJ/mol: 280.6
F_max in eV/Å: 1.92
SMILES: CC(=O)C(=O)C=O
Kohn-Sham gap in eV: 8.254
E_HOMO in eV: -9.0

CARTESIAN COORDINATES (ANGSTROEM)
C1 -0.21873 -1.50839 0.09350
C2 0.24387 -0.30409 -0.69153
O1 0.35542 -0.25063 -1.88543
C3 0.99687 0.97338 0.28801
O2 2.05899 1.31113 0.71348
C4 -0.48628 1.74022 0.28121
O3 -1.21750 0.93073 -0.25183
H1 0.64177 -2.17968 0.08016
H2 -1.06879 -2.03008 -0.36561
H3 -0.46819 -1.25391 1.12661
H4 -1.03865 2.63569 0.62271

natural (NBO) atomic charge list, values in e, 8 entries: number 1, C, carries -0.717; number 2, C, carries 0.560; number 3, O, carries -0.567; number 4, C, carries 0.461; number 5, O, carries -0.461; number 6, C, carries 0.292; number 7, O, carries -0.453; number 8, H, carries 0.243

***

# 3
DFT (wB97M-V/def2-TZVPD) results for 9 unconnected molecules or ions with the total composition C14H46O14.

Properties
Energy above the lowest of the compared OMol25 structures with the same formula, charge and spin in kJ/mol: 308.8
F_max in eV/Å: 2.16
SMILES: OCCO.OCCO.OCCO.OCCO.OCCO.CO.CO.CO.CO
Kohn-Sham gap in eV: 10.042
E_HOMO in eV: -10.1

CARTESIAN COORDINATES (ANGSTROEM)
O1 -13.20223 21.65891 -27.42850
C1 -13.10419 22.80491 -28.21394
C2 -14.46095 23.33590 -28.63476
O2 -15.20414 22.49203 -29.61669
H1 -13.87795 21.94363 -26.80888
H2 -12.63608 23.59056 -27.62088
H3 -12.47307 22.70625 -29.09714
H4 -14.33406 24.26465 -29.19101
H5 -15.12796 23.52681 -27.79407
H6 -15.10117 22.96795 -30.44403
O3 -19.12171 19.51367 -16.30747
C3 -17.80163 19.26370 -16.83204
C4 -17.30453 20.48605 -17.60288
O4 -18.26748 20.83363 -18.68236
H7 -19.65227 18.78328 -16.63403
H8 -17.22829 19.01615 -15.93867
H9 -17.86010 18.32064 -17.37547
H10 -16.33170 20.24881 -18.03350
H11 -17.15165 21.32346 -16.92208
H12 -19.00732 21.34253 -18.34284
O5 -9.86046 26.40026 -15.95594
C5 -11.29246 26.27289 -15.93014
C6 -12.03876 27.13252 -16.97327
O6 -13.44643 27.09836 -16.81149
H13 -9.44958 25.53645 -16.03725
H14 -11.51769 25.23144 -16.15987
H15 -11.66772 26.49116 -14.93033
H16 -11.85264 26.68238 -17.94838
H17 -11.60752 28.13301 -16.93926
H18 -13.89238 27.42852 -17.59490
O7 -22.39900 24.25165 -26.20983
C7 -21.79078 23.77250 -25.02563
C8 -22.68666 22.72054 -24.36296
O8 -22.89563 21.60300 -25.22368
H19 -22.17398 23.66225 -26.93341
H20 -20.89142 23.20180 -25.25707
H21 -21.47935 24.59454 -24.38114
H22 -23.64211 23.20269 -24.15622
H23 -22.19576 22.44951 -23.42826
H24 -23.61884 21.85983 -25.80041
O9 -11.06868 16.54224 -20.76852
C9 -11.80657 17.64590 -21.28675
C10 -11.00990 18.93204 -21.01325
O10 -10.97203 19.29717 -19.66188
H25 -11.28641 16.48233 -19.83546
H26 -11.99027 17.51849 -22.35358
H27 -12.76338 17.79230 -20.78559
H28 -11.61608 19.73747 -21.42787
H29 -9.98406 18.91637 -21.38138
H30 -10.22573 18.83043 -19.27873
C11 -9.42703 26.14231 -22.98632
O11 -8.62921 26.56612 -24.09260
H31 -8.82325 26.28208 -22.08964
H32 -10.27710 26.82050 -22.91187
H33 -9.77089 25.11032 -22.91671
H34 -7.91237 25.92864 -24.05576
C12 -19.69844 30.60648 -23.34185
O12 -19.60769 30.87957 -21.96302
H35 -19.16484 31.32804 -23.96049
H36 -19.29002 29.61739 -23.54920
H37 -20.76746 30.62992 -23.55343
H38 -18.74404 30.65052 -21.61195
C13 -15.79930 24.34530 -22.91419
O13 -16.12118 22.96107 -23.09796
H39 -14.85158 24.55232 -23.41124
H40 -16.54130 24.94006 -23.44691
H41 -15.73924 24.62179 -21.86155
H42 -16.67313 22.63271 -22.38442
C14 -17.85035 17.40427 -25.96243
O14 -19.08229 17.62102 -26.67961
H43 -17.04813 17.94334 -26.46635
H44 -17.95823 17.85265 -24.97480
H45 -17.58074 16.34813 -25.96397
H46 -19.39420 18.51881 -26.54442

Löwdin atomic charge list, values in e, 8 entries: number 1, O, carries -0.040; number 2, C, carries -0.283; number 3, C, carries -0.200; number 4, O, carries -0.085; number 5, H, carries 0.082; number 6, H, carries 0.113; number 7, H, carries 0.124; number 8, H, carries 0.112

***

# 4
DFT (wB97M-V/def2-TZVPD) results for a molecular structure, C34H52ClGeMgN7O3P2.

Properties
Energy above the lowest of the compared OMol25 structures with the same formula, charge and spin in kJ/mol: 357.5
F_max in eV/Å: 3.14
Kohn-Sham gap (alpha / beta) in eV: 5.730 / 5.728
E_HOMO (alpha / beta) in eV: -1.4 / -1.4
Total charge: -2

CARTESIAN COORDINATES (ANGSTROEM)
Mg1 0.26858 -0.63593 -1.41631
C1 3.79848 -0.72053 1.37669
N1 4.35278 -0.42763 0.08079
C2 5.57288 0.31917 0.20079
P1 3.12448 0.33407 -0.92431
O1 2.11538 -0.75923 -1.06561
O2 2.82008 1.66327 -0.35071
P2 1.14818 1.82567 -2.67521
O3 0.15328 1.19587 -1.74221
N2 0.18288 1.79197 -4.21261
C3 0.39918 0.54847 -4.90121
C4 0.06118 2.89197 -5.11951
N3 0.87208 3.55167 -2.37551
C5 1.92418 4.41447 -2.83211
C6 0.36448 3.91367 -1.08401
N4 4.03078 0.43017 -2.35571
C7 3.98158 -0.64453 -3.29681
C8 4.53638 1.68297 -2.80901
H1 4.38758 -1.50713 1.86689
H2 2.77538 -1.06933 1.23989
H3 3.78218 0.16117 2.03519
H4 6.29408 -0.25613 0.79799
H5 5.42508 1.29467 0.69279
H6 5.99468 0.48147 -0.78811
H7 0.53258 -0.24153 -4.16361
H8 1.27598 0.57227 -5.57791
H9 -0.47572 0.29627 -5.51271
H10 -0.01222 3.81597 -4.55111
H11 -0.86032 2.78157 -5.71501
H12 0.90308 2.97417 -5.83711
H13 2.39628 3.96437 -3.70531
H14 2.70388 4.58257 -2.07091
H15 1.51958 5.40237 -3.11691
H16 -0.16382 3.05067 -0.68501
H17 -0.33712 4.75957 -1.16601
H18 1.15788 4.19867 -0.37921
H19 3.40418 -1.44413 -2.83921
H20 4.99138 -1.01563 -3.53631
H21 3.50098 -0.34623 -4.24021
H22 4.24398 2.43127 -2.07841
H23 4.12798 1.96907 -3.79081
H24 5.63688 1.66487 -2.88901
C9 -4.98572 -2.98733 -0.36571
C10 -3.57292 -3.39673 -0.76511
N5 -2.77332 -2.20883 -0.83611
C11 -3.19512 -1.09113 -1.48911
N6 -2.31862 -0.28383 -1.93341
C12 -2.70602 0.93767 -2.58311
C13 -4.08012 1.42337 -2.12101
C14 -5.05852 0.26297 -2.25951
N7 -4.58162 -0.85983 -1.48731
C15 -5.49212 -1.97333 -1.38461
H25 -4.95192 -2.51213 0.61449
H26 -5.65372 -3.85113 -0.32461
H27 -3.60132 -3.94673 -1.72221
H28 -3.12532 -4.05443 -0.01511
H29 -1.76822 -2.32963 -0.94951
H30 -2.71352 0.76577 -3.66941
H31 -1.92612 1.67237 -2.37981
H32 -4.42202 2.27617 -2.71331
H33 -4.01852 1.71727 -1.07071
H34 -5.16822 -0.00293 -3.32721
H35 -6.05612 0.53627 -1.88131
H36 -5.63812 -2.47343 -2.36291
H37 -6.47112 -1.58443 -1.06671
Cl1 -0.11462 -2.54323 -2.74971
C16 -0.38612 -1.45383 0.46269
Ge1 -0.11782 -0.97973 2.27519
C17 1.07368 0.37867 3.18669
C18 1.09438 1.68257 2.71309
C19 1.92328 2.63127 3.28239
C20 2.75968 2.28277 4.33139
C21 2.75838 0.98107 4.80499
C22 1.91508 0.04347 4.23749
C23 0.27468 -2.68823 3.29389
C24 1.38388 -3.45763 2.95809
C25 1.65358 -4.65433 3.59929
C26 0.79858 -5.12183 4.58649
C27 -0.32402 -4.38153 4.91849
C28 -0.57252 -3.17883 4.28089
C29 -1.90802 -0.50593 3.05589
C30 -2.05542 0.46607 4.03489
C31 -3.29182 0.74247 4.58999
C32 -4.40632 0.03267 4.17819
C33 -4.27662 -0.94013 3.19939
C34 -3.03842 -1.20073 2.64079
H38 0.46158 1.95317 1.87929
H39 1.92288 3.64977 2.91009
H40 3.41198 3.02297 4.78289
H41 3.41378 0.69607 5.62109
H42 1.90338 -0.97353 4.61389
H43 2.04378 -3.10483 2.17729
H44 2.53428 -5.22513 3.32939
H45 1.00288 -6.06193 5.08859
H46 -1.00632 -4.74223 5.68169
H47 -1.44532 -2.59863 4.55289
H48 -1.18052 1.01037 4.36949
H49 -3.38622 1.51147 5.34959
H50 -5.37402 0.23807 4.62139
H51 -5.15202 -1.49453 2.88099
H52 -2.92672 -1.94833 1.86739

Löwdin atomic charge list, values in e, 8 entries: number 1, Mg, carries 0.084; number 2, C, carries -0.159; number 3, N, carries -0.290; number 4, C, carries -0.170; number 5, P, carries 0.331; number 6, O, carries -0.377; number 7, O, carries -0.314; number 8, P, carries 0.811